C28H36IrN4S | ωB97M-V/def2-TZVPD

Each line ends with the Mulliken charge.
Geometry (Å):
Ir: -0.17 0.03 -0.26  -0.473
C: 1.00 -1.99 -1.88  -1.009
C: 2.41 -1.44 -2.12  0.202
C: 2.47 -0.08 -2.82  -1.397
C: 3.31 -1.48 -0.90  0.378
C: 4.52 -2.16 -1.04  -0.953
C: 5.40 -2.29 0.02  -1.374
C: 5.03 -1.82 1.26  -0.779
C: 3.82 -1.15 1.47  -0.322
C: 3.44 -0.96 2.94  0.190
C: 4.10 0.23 3.64  -1.399
C: 1.94 -1.04 3.28  -1.253
C: 3.03 -0.88 0.34  0.414
N: 1.91 -0.01 0.47  0.646
C: 2.09 1.10 1.11  0.667
C: 0.95 1.93 1.42  -0.809
C: 0.79 2.99 2.34  -2.067
C: -0.56 3.21 2.44  -0.875
C: -1.23 2.27 1.60  -0.320
N: -0.31 1.50 1.01  1.092
C: -2.72 2.22 1.39  2.314
C: -3.14 1.30 0.24  -1.423
C: -3.21 3.64 1.07  -1.715
C: -3.36 1.73 2.69  -1.705
H: 0.53 -2.34 -2.80  0.344
H: 0.25 -1.25 -1.51  0.197
H: 1.00 -2.79 -1.14  0.444
H: 2.84 -2.17 -2.82  0.733
H: 2.25 0.72 -2.11  0.188
H: 1.76 -0.01 -3.65  0.376
H: 3.47 0.09 -3.21  0.448
H: 4.76 -2.60 -2.00  0.442
H: 6.34 -2.80 -0.11  0.388
H: 5.66 -2.01 2.12  0.534
H: 3.87 -1.85 3.40  0.876
H: 3.56 1.16 3.47  0.286
H: 5.13 0.37 3.31  0.354
H: 4.12 0.07 4.72  0.412
H: 1.42 -0.09 3.19  0.238
H: 1.84 -1.36 4.31  0.606
H: 1.43 -1.76 2.64  -0.202
H: 3.07 1.42 1.45  1.153
H: 1.58 3.51 2.86  0.572
H: -1.05 3.94 3.05  0.571
H: -2.73 1.63 -0.71  0.255
H: -4.23 1.32 0.16  0.548
H: -2.84 0.26 0.41  0.207
H: -2.74 4.02 0.16  0.356
H: -3.00 4.33 1.88  0.354
H: -4.29 3.62 0.91  0.472
H: -3.01 0.73 2.95  0.291
H: -4.44 1.70 2.59  0.460
H: -3.11 2.39 3.53  0.367
S: 1.62 3.25 -0.82  -0.346
C: 0.59 2.53 -2.02  0.378
C: 0.56 3.16 -3.28  -0.787
C: -0.26 2.70 -4.27  -0.390
C: -1.09 1.60 -4.01  -0.925
C: -1.01 1.02 -2.78  -0.248
N: -0.18 1.45 -1.79  0.551
H: 1.20 4.01 -3.44  0.477
H: -0.27 3.18 -5.24  0.425
H: -1.77 1.21 -4.75  0.462
H: -1.63 0.18 -2.52  0.411
C: -0.94 -3.04 3.14  -1.207
C: -0.84 -2.13 2.00  0.740
N: -0.76 -1.44 1.09  0.073
H: 0.04 -3.50 3.31  0.373
H: -1.68 -3.81 2.94  0.403
H: -1.23 -2.47 4.03  0.306

LUMO energy (spin up / spin down) (eV): -4.91 / -5.03
2S+1: 1
Energy (eV): -49246.906
ΔE to the lowest compared entry with this formula, charge and spin (kcal/mol): 80.8
Net charge: +1

---

C28H37AsGdN3O2S2 | ωB97M-V/def2-TZVPD

Each line ends with the Mulliken charge.
Geometry (Å):
Gd: -0.17 0.76 0.09  0.161
C: -0.55 3.71 1.48  -1.139
N: -0.73 2.36 2.00  1.184
C: -2.12 2.10 2.41  -1.188
C: -3.03 1.96 1.17  -1.104
N: -2.93 0.69 0.50  1.620
C: -3.54 0.71 -0.83  -1.554
C: -3.38 -0.47 1.27  -0.955
C: -4.73 -0.79 1.37  -0.328
C: -5.18 -1.90 2.03  -0.925
C: -4.27 -2.76 2.58  -0.569
C: -2.91 -2.50 2.45  -0.901
C: -2.42 -1.36 1.83  1.200
S: -0.69 -1.17 1.92  -0.195
C: 0.22 2.17 3.07  0.105
C: -0.16 2.31 4.39  -0.296
C: 0.73 2.13 5.43  -0.845
C: 2.05 1.81 5.17  -0.675
C: 2.44 1.65 3.84  -0.853
C: 1.55 1.86 2.77  0.442
S: 2.21 1.69 1.10  -0.471
H: -0.90 4.50 2.17  0.312
H: -1.19 3.82 0.56  0.299
H: 0.48 3.84 1.27  0.451
H: -2.47 2.92 3.02  0.501
H: -2.20 1.19 2.97  0.634
H: -2.79 2.79 0.44  0.338
H: -4.10 2.12 1.44  0.412
H: -4.61 1.05 -0.83  0.404
H: -3.54 -0.32 -1.21  0.484
H: -3.00 1.38 -1.48  0.258
H: -5.38 -0.16 0.85  0.468
H: -6.26 -2.10 2.02  0.362
H: -4.55 -3.65 3.12  0.407
H: -2.20 -3.19 2.94  0.394
H: -1.17 2.48 4.67  0.389
H: 0.41 2.26 6.45  0.402
H: 2.76 1.70 5.97  0.420
H: 3.41 1.28 3.61  0.513
O: -0.40 1.58 -4.18  -0.746
C: -0.67 1.10 -3.08  0.003
O: -0.60 1.70 -1.96  -0.546
C: -1.13 -0.37 -2.95  0.766
C: -1.68 -1.10 -3.99  -0.744
C: -1.92 -2.47 -3.79  -0.545
C: -1.62 -3.03 -2.57  -0.936
C: -1.12 -2.21 -1.57  -0.733
N: -0.87 -0.94 -1.77  1.231
H: -1.79 -0.56 -4.95  0.460
H: -2.36 -3.14 -4.53  0.430
H: -1.68 -4.09 -2.42  0.494
H: -0.81 -2.55 -0.59  0.427
C: 4.81 1.12 -1.52  -1.039
C: 3.63 0.73 -2.45  -0.588
As: 2.49 -0.73 -1.70  0.519
C: 3.93 -1.96 -1.14  -0.920
C: 4.46 -1.70 0.28  -1.120
C: 1.97 -1.58 -3.40  -0.375
C: 3.11 -2.22 -4.23  -1.507
H: 5.32 1.98 -1.88  0.425
H: 5.54 0.31 -1.42  0.279
H: 4.38 1.31 -0.52  0.113
H: 3.94 0.45 -3.47  0.507
H: 2.98 1.62 -2.54  0.346
H: 4.75 -1.93 -1.84  0.477
H: 3.48 -2.97 -1.20  0.507
H: 4.81 -0.68 0.37  0.250
H: 5.31 -2.35 0.43  0.384
H: 3.77 -1.92 1.10  0.255
H: 1.51 -0.80 -3.99  0.410
H: 1.24 -2.36 -3.18  0.249
H: 3.95 -1.56 -4.39  0.311
H: 2.74 -2.44 -5.23  0.486
H: 3.46 -3.12 -3.75  0.307

LUMO energy (spin up / spin down) (eV): 0.34 / -1.96
2S+1: 8
Energy (eV): -141548.424
ΔE to the lowest compared entry with this formula, charge and spin (kcal/mol): 0.0
⟨S²⟩: 16.054

---

C28H37BNO2 | ωB97M-V/def2-TZVPD

Each line ends with the Mulliken charge.
Geometry (Å):
C: -5.89 1.79 5.89  -0.833
O: -5.59 1.40 7.26  -0.416
C: -4.31 1.47 7.69  0.917
C: -4.05 1.03 9.01  -0.884
C: -2.76 0.96 9.47  -0.407
C: -1.65 1.34 8.64  0.170
C: -0.31 1.16 9.10  -0.610
C: 0.80 1.28 8.22  1.111
C: 2.04 1.77 8.73  -0.186
C: 3.15 1.80 7.91  0.761
C: 3.08 1.32 6.58  0.197
O: 4.28 1.27 5.95  -0.502
C: 5.30 1.74 6.91  -0.375
C: 4.57 2.16 8.19  -0.798
C: 1.87 0.88 6.03  -1.500
C: 0.75 0.85 6.85  -0.874
C: -1.97 1.92 7.38  -0.694
C: -3.25 1.96 6.89  -0.556
H: -6.95 1.56 5.79  0.247
H: -5.72 2.87 5.75  0.354
H: -5.30 1.22 5.17  0.360
H: -4.88 0.72 9.63  0.461
H: -2.53 0.60 10.48  0.460
H: -0.14 1.14 10.17  0.654
H: 2.11 2.09 9.77  0.440
H: 6.00 0.91 7.09  0.302
H: 5.84 2.57 6.43  0.308
H: 4.69 3.24 8.37  0.301
H: 4.97 1.64 9.07  0.285
H: 1.83 0.55 5.00  0.424
H: -0.18 0.47 6.44  0.633
H: -1.16 2.33 6.77  0.686
H: -3.45 2.36 5.89  0.414
C: -1.17 -2.14 9.14  -1.083
C: -0.57 -3.39 9.74  0.467
C: -1.65 -4.06 10.57  -1.494
N: 0.68 -3.12 10.61  1.307
C: 0.93 -4.39 11.39  -0.164
C: 1.18 -5.54 10.65  0.191
C: 1.45 -6.75 11.31  -1.002
C: 1.44 -6.79 12.70  -0.430
C: 1.18 -5.63 13.43  -0.883
C: 0.92 -4.41 12.77  -0.187
C: 1.98 -2.90 9.79  0.495
C: 3.18 -2.96 10.72  -1.547
C: 1.99 -1.60 9.03  -1.432
B: 0.39 -1.76 11.50  0.069
H: 0.18 -0.74 10.72  -0.466
H: -2.02 -2.40 8.50  0.613
H: -1.56 -1.49 9.93  0.099
H: -0.47 -1.55 8.53  -0.110
H: -0.23 -4.06 8.93  0.300
H: -2.58 -4.11 9.99  0.534
H: -1.39 -5.09 10.87  0.296
H: -1.86 -3.48 11.47  0.269
H: 1.19 -5.52 9.55  0.297
H: 1.66 -7.65 10.73  0.412
H: 1.64 -7.72 13.23  0.403
H: 1.16 -5.64 14.53  0.413
H: 0.73 -3.49 13.33  0.482
H: 2.02 -3.73 9.07  0.265
H: 4.08 -2.66 10.17  0.528
H: 3.07 -2.25 11.55  0.288
H: 3.36 -3.95 11.14  0.337
H: 3.02 -1.36 8.70  0.618
H: 1.36 -1.60 8.14  0.410
H: 1.70 -0.76 9.68  0.128
H: -0.63 -1.90 12.15  -0.103
H: 1.37 -1.45 12.16  -0.167

LUMO energy (eV): -4.87
2S+1: 1
Energy (eV): -35889.903
ΔE to the lowest compared entry with this formula, charge and spin (kcal/mol): 4.2
Net charge: +1

---

What did the second record say?
C28H37AsGdN3O2S2 | ωB97M-V/def2-TZVPD

Each line ends with the Mulliken charge.
Geometry (Å):
Gd: -0.17 0.76 0.09  0.161
C: -0.55 3.71 1.48  -1.139
N: -0.73 2.36 2.00  1.184
C: -2.12 2.10 2.41  -1.188
C: -3.03 1.96 1.17  -1.104
N: -2.93 0.69 0.50  1.620
C: -3.54 0.71 -0.83  -1.554
C: -3.38 -0.47 1.27  -0.955
C: -4.73 -0.79 1.37  -0.328
C: -5.18 -1.90 2.03  -0.925
C: -4.27 -2.76 2.58  -0.569
C: -2.91 -2.50 2.45  -0.901
C: -2.42 -1.36 1.83  1.200
S: -0.69 -1.17 1.92  -0.195
C: 0.22 2.17 3.07  0.105
C: -0.16 2.31 4.39  -0.296
C: 0.73 2.13 5.43  -0.845
C: 2.05 1.81 5.17  -0.675
C: 2.44 1.65 3.84  -0.853
C: 1.55 1.86 2.77  0.442
S: 2.21 1.69 1.10  -0.471
H: -0.90 4.50 2.17  0.312
H: -1.19 3.82 0.56  0.299
H: 0.48 3.84 1.27  0.451
H: -2.47 2.92 3.02  0.501
H: -2.20 1.19 2.97  0.634
H: -2.79 2.79 0.44  0.338
H: -4.10 2.12 1.44  0.412
H: -4.61 1.05 -0.83  0.404
H: -3.54 -0.32 -1.21  0.484
H: -3.00 1.38 -1.48  0.258
H: -5.38 -0.16 0.85  0.468
H: -6.26 -2.10 2.02  0.362
H: -4.55 -3.65 3.12  0.407
H: -2.20 -3.19 2.94  0.394
H: -1.17 2.48 4.67  0.389
H: 0.41 2.26 6.45  0.402
H: 2.76 1.70 5.97  0.420
H: 3.41 1.28 3.61  0.513
O: -0.40 1.58 -4.18  -0.746
C: -0.67 1.10 -3.08  0.003
O: -0.60 1.70 -1.96  -0.546
C: -1.13 -0.37 -2.95  0.766
C: -1.68 -1.10 -3.99  -0.744
C: -1.92 -2.47 -3.79  -0.545
C: -1.62 -3.03 -2.57  -0.936
C: -1.12 -2.21 -1.57  -0.733
N: -0.87 -0.94 -1.77  1.231
H: -1.79 -0.56 -4.95  0.460
H: -2.36 -3.14 -4.53  0.430
H: -1.68 -4.09 -2.42  0.494
H: -0.81 -2.55 -0.59  0.427
C: 4.81 1.12 -1.52  -1.039
C: 3.63 0.73 -2.45  -0.588
As: 2.49 -0.73 -1.70  0.519
C: 3.93 -1.96 -1.14  -0.920
C: 4.46 -1.70 0.28  -1.120
C: 1.97 -1.58 -3.40  -0.375
C: 3.11 -2.22 -4.23  -1.507
H: 5.32 1.98 -1.88  0.425
H: 5.54 0.31 -1.42  0.279
H: 4.38 1.31 -0.52  0.113
H: 3.94 0.45 -3.47  0.507
H: 2.98 1.62 -2.54  0.346
H: 4.75 -1.93 -1.84  0.477
H: 3.48 -2.97 -1.20  0.507
H: 4.81 -0.68 0.37  0.250
H: 5.31 -2.35 0.43  0.384
H: 3.77 -1.92 1.10  0.255
H: 1.51 -0.80 -3.99  0.410
H: 1.24 -2.36 -3.18  0.249
H: 3.95 -1.56 -4.39  0.311
H: 2.74 -2.44 -5.23  0.486
H: 3.46 -3.12 -3.75  0.307

LUMO energy (spin up / spin down) (eV): 0.34 / -1.96
2S+1: 8
Energy (eV): -141548.424
ΔE to the lowest compared entry with this formula, charge and spin (kcal/mol): 0.0
⟨S²⟩: 16.054

---

What did the third record say?
C28H37BNO2 | ωB97M-V/def2-TZVPD

Each line ends with the Mulliken charge.
Geometry (Å):
C: -5.89 1.79 5.89  -0.833
O: -5.59 1.40 7.26  -0.416
C: -4.31 1.47 7.69  0.917
C: -4.05 1.03 9.01  -0.884
C: -2.76 0.96 9.47  -0.407
C: -1.65 1.34 8.64  0.170
C: -0.31 1.16 9.10  -0.610
C: 0.80 1.28 8.22  1.111
C: 2.04 1.77 8.73  -0.186
C: 3.15 1.80 7.91  0.761
C: 3.08 1.32 6.58  0.197
O: 4.28 1.27 5.95  -0.502
C: 5.30 1.74 6.91  -0.375
C: 4.57 2.16 8.19  -0.798
C: 1.87 0.88 6.03  -1.500
C: 0.75 0.85 6.85  -0.874
C: -1.97 1.92 7.38  -0.694
C: -3.25 1.96 6.89  -0.556
H: -6.95 1.56 5.79  0.247
H: -5.72 2.87 5.75  0.354
H: -5.30 1.22 5.17  0.360
H: -4.88 0.72 9.63  0.461
H: -2.53 0.60 10.48  0.460
H: -0.14 1.14 10.17  0.654
H: 2.11 2.09 9.77  0.440
H: 6.00 0.91 7.09  0.302
H: 5.84 2.57 6.43  0.308
H: 4.69 3.24 8.37  0.301
H: 4.97 1.64 9.07  0.285
H: 1.83 0.55 5.00  0.424
H: -0.18 0.47 6.44  0.633
H: -1.16 2.33 6.77  0.686
H: -3.45 2.36 5.89  0.414
C: -1.17 -2.14 9.14  -1.083
C: -0.57 -3.39 9.74  0.467
C: -1.65 -4.06 10.57  -1.494
N: 0.68 -3.12 10.61  1.307
C: 0.93 -4.39 11.39  -0.164
C: 1.18 -5.54 10.65  0.191
C: 1.45 -6.75 11.31  -1.002
C: 1.44 -6.79 12.70  -0.430
C: 1.18 -5.63 13.43  -0.883
C: 0.92 -4.41 12.77  -0.187
C: 1.98 -2.90 9.79  0.495
C: 3.18 -2.96 10.72  -1.547
C: 1.99 -1.60 9.03  -1.432
B: 0.39 -1.76 11.50  0.069
H: 0.18 -0.74 10.72  -0.466
H: -2.02 -2.40 8.50  0.613
H: -1.56 -1.49 9.93  0.099
H: -0.47 -1.55 8.53  -0.110
H: -0.23 -4.06 8.93  0.300
H: -2.58 -4.11 9.99  0.534
H: -1.39 -5.09 10.87  0.296
H: -1.86 -3.48 11.47  0.269
H: 1.19 -5.52 9.55  0.297
H: 1.66 -7.65 10.73  0.412
H: 1.64 -7.72 13.23  0.403
H: 1.16 -5.64 14.53  0.413
H: 0.73 -3.49 13.33  0.482
H: 2.02 -3.73 9.07  0.265
H: 4.08 -2.66 10.17  0.528
H: 3.07 -2.25 11.55  0.288
H: 3.36 -3.95 11.14  0.337
H: 3.02 -1.36 8.70  0.618
H: 1.36 -1.60 8.14  0.410
H: 1.70 -0.76 9.68  0.128
H: -0.63 -1.90 12.15  -0.103
H: 1.37 -1.45 12.16  -0.167

LUMO energy (eV): -4.87
2S+1: 1
Energy (eV): -35889.903
ΔE to the lowest compared entry with this formula, charge and spin (kcal/mol): 4.2
Net charge: +1

---

- 2S+1 of number 3 (C28H37BNO2)?
  1

---

Copy entry 1 word for word.
C28H36IrN4S | ωB97M-V/def2-TZVPD

Each line ends with the Mulliken charge.
Geometry (Å):
Ir: -0.17 0.03 -0.26  -0.473
C: 1.00 -1.99 -1.88  -1.009
C: 2.41 -1.44 -2.12  0.202
C: 2.47 -0.08 -2.82  -1.397
C: 3.31 -1.48 -0.90  0.378
C: 4.52 -2.16 -1.04  -0.953
C: 5.40 -2.29 0.02  -1.374
C: 5.03 -1.82 1.26  -0.779
C: 3.82 -1.15 1.47  -0.322
C: 3.44 -0.96 2.94  0.190
C: 4.10 0.23 3.64  -1.399
C: 1.94 -1.04 3.28  -1.253
C: 3.03 -0.88 0.34  0.414
N: 1.91 -0.01 0.47  0.646
C: 2.09 1.10 1.11  0.667
C: 0.95 1.93 1.42  -0.809
C: 0.79 2.99 2.34  -2.067
C: -0.56 3.21 2.44  -0.875
C: -1.23 2.27 1.60  -0.320
N: -0.31 1.50 1.01  1.092
C: -2.72 2.22 1.39  2.314
C: -3.14 1.30 0.24  -1.423
C: -3.21 3.64 1.07  -1.715
C: -3.36 1.73 2.69  -1.705
H: 0.53 -2.34 -2.80  0.344
H: 0.25 -1.25 -1.51  0.197
H: 1.00 -2.79 -1.14  0.444
H: 2.84 -2.17 -2.82  0.733
H: 2.25 0.72 -2.11  0.188
H: 1.76 -0.01 -3.65  0.376
H: 3.47 0.09 -3.21  0.448
H: 4.76 -2.60 -2.00  0.442
H: 6.34 -2.80 -0.11  0.388
H: 5.66 -2.01 2.12  0.534
H: 3.87 -1.85 3.40  0.876
H: 3.56 1.16 3.47  0.286
H: 5.13 0.37 3.31  0.354
H: 4.12 0.07 4.72  0.412
H: 1.42 -0.09 3.19  0.238
H: 1.84 -1.36 4.31  0.606
H: 1.43 -1.76 2.64  -0.202
H: 3.07 1.42 1.45  1.153
H: 1.58 3.51 2.86  0.572
H: -1.05 3.94 3.05  0.571
H: -2.73 1.63 -0.71  0.255
H: -4.23 1.32 0.16  0.548
H: -2.84 0.26 0.41  0.207
H: -2.74 4.02 0.16  0.356
H: -3.00 4.33 1.88  0.354
H: -4.29 3.62 0.91  0.472
H: -3.01 0.73 2.95  0.291
H: -4.44 1.70 2.59  0.460
H: -3.11 2.39 3.53  0.367
S: 1.62 3.25 -0.82  -0.346
C: 0.59 2.53 -2.02  0.378
C: 0.56 3.16 -3.28  -0.787
C: -0.26 2.70 -4.27  -0.390
C: -1.09 1.60 -4.01  -0.925
C: -1.01 1.02 -2.78  -0.248
N: -0.18 1.45 -1.79  0.551
H: 1.20 4.01 -3.44  0.477
H: -0.27 3.18 -5.24  0.425
H: -1.77 1.21 -4.75  0.462
H: -1.63 0.18 -2.52  0.411
C: -0.94 -3.04 3.14  -1.207
C: -0.84 -2.13 2.00  0.740
N: -0.76 -1.44 1.09  0.073
H: 0.04 -3.50 3.31  0.373
H: -1.68 -3.81 2.94  0.403
H: -1.23 -2.47 4.03  0.306

LUMO energy (spin up / spin down) (eV): -4.91 / -5.03
2S+1: 1
Energy (eV): -49246.906
ΔE to the lowest compared entry with this formula, charge and spin (kcal/mol): 80.8
Net charge: +1